Here is a structure of composition C32H22AsCl2F5RhS from the Open Molecules 2025 dataset. Energies are from wB97M-V/def2-TZVPD.

```
64
Properties=species:S:1:pos:R:3
Rh -0.09905 1.04019 -0.29907
F -1.30203 7.66866 -2.45222
C -0.76317 6.44218 -2.35794
C -1.56891 5.32032 -2.35018
F -2.90420 5.46451 -2.43133
C -1.00601 4.06295 -2.25617
F -1.85561 3.02060 -2.26626
C 0.37049 3.84962 -2.14420
S 1.08528 2.26042 -2.01697
C 1.14681 5.01001 -2.16576
F 2.48074 4.93095 -2.06923
C 0.60439 6.27866 -2.26933
F 1.39888 7.36138 -2.27566
C 2.08847 -4.28598 -3.06223
C 0.81398 -3.75374 -2.90702
C 0.59713 -2.73041 -1.99761
C 1.64609 -2.24036 -1.22172
C 2.91835 -2.77462 -1.38145
C 3.13902 -3.79159 -2.30354
As 1.22481 -0.78573 0.00806
C -0.02447 -1.50249 1.26201
C -0.50071 -0.52698 2.32525
C -1.15407 -1.15873 3.50536
C -1.40665 -2.46777 3.57542
C -1.10993 -3.35254 2.45358
C -0.43657 -2.88549 1.38797
C 2.90358 -0.64563 0.97603
C 3.74724 0.42453 0.69912
C 4.94563 0.55928 1.39017
C 5.29354 -0.36390 2.36664
C 4.44355 -1.42377 2.65736
C 3.25031 -1.56552 1.96162
H 2.26161 -5.07985 -3.77828
H -0.00858 -4.13005 -3.50262
H -0.39209 -2.29434 -1.89211
H 3.74235 -2.39766 -0.78784
H 4.13536 -4.19839 -2.42700
H 0.21963 0.22168 2.65136
H -1.37522 -0.51168 4.34668
H -1.85617 -2.88489 4.46989
H -1.38194 -4.39865 2.51339
H -0.13274 -3.57322 0.60475
H 3.45101 1.16052 -0.04196
H 5.60147 1.39339 1.17301
H 6.22348 -0.25175 2.91085
H 4.70840 -2.13640 3.42917
H 2.57831 -2.38569 2.19133
Cl -3.53431 3.57028 2.22310
C -2.76158 3.09497 0.69892
Cl -0.98885 3.11030 0.82044
H -3.05937 3.80221 -0.06596
H -3.06123 2.08101 0.45637
C -1.09680 -0.24821 0.99152
C -2.44586 -0.69035 0.53217
C -2.79841 -0.30103 -0.77694
C -4.03856 -0.58454 -1.32453
C -4.98660 -1.27598 -0.58016
C -4.66388 -1.67490 0.70503
C -3.41760 -1.39189 1.25709
H -2.05032 0.21999 -1.37279
H -4.26234 -0.26485 -2.33542
H -5.96181 -1.49704 -0.99734
H -5.39119 -2.21472 1.30121
H -3.22303 -1.70725 2.26595
```

As for the total charge: -1. Its energy relative to the best compared isomer or geometry (same formula, charge and spin) is 0.0 kcal per mole. For the HOMO energy, the calculation gives -3.98 eV. Its gap between HOMO and LUMO is 6.62 eV.

=====

Here is a structure of composition C32H22BrF4N6O5PS2SeTc from the Open Molecules 2025 dataset. Energies are from wB97M-V/def2-TZVPD.

```
75
Properties=species:S:1:pos:R:3
Tc -0.53809 0.23296 0.06250
S 1.82830 -0.37241 -0.84548
C 1.25004 0.82920 -1.91414
N 0.12316 1.38801 -1.58330
C -0.34362 2.30348 -2.52708
C -1.52893 3.02824 -2.47333
C -1.80947 3.90655 -3.50424
C -0.92434 4.06985 -4.57499
C 0.25802 3.35258 -4.62865
C 0.53683 2.46735 -3.59315
S 1.91892 1.42351 -3.39054
H -2.20337 2.88950 -1.63707
H -2.73012 4.47706 -3.48332
H -1.17211 4.75329 -5.37775
H 0.94672 3.47473 -5.45601
F 4.67098 0.58293 5.91506
C 3.79147 0.77052 4.94340
C 3.33635 2.03528 4.66049
F 3.78338 3.07658 5.35393
C 2.41838 2.21298 3.65372
F 2.04059 3.47799 3.45024
C 1.91039 1.16191 2.88450
P 0.64647 1.65761 1.62013
C -0.60765 2.43972 2.69465
C -1.39164 1.53878 3.41781
C -2.41810 1.99626 4.23124
C -2.68540 3.35744 4.30587
C -1.90838 4.25609 3.58805
C -0.86256 3.80234 2.79117
C 1.53678 2.93990 0.69364
C 2.91948 2.90731 0.55960
C 3.55818 3.80588 -0.28388
C 2.81953 4.73601 -1.00357
C 1.43589 4.76661 -0.88242
C 0.79829 3.86599 -0.04270
C 2.39755 -0.11594 3.19241
Br 1.88763 -1.69966 2.33424
C 3.32462 -0.29380 4.20620
F 3.79953 -1.49994 4.51057
H -1.20566 0.47308 3.33137
H -3.01078 1.29012 4.80126
H -3.49537 3.71773 4.93062
H -2.10981 5.31800 3.64997
H -0.24076 4.51618 2.26822
H 3.50528 2.17328 1.10065
H 4.63621 3.77048 -0.38599
H 3.32103 5.43059 -1.66727
H 0.84999 5.47723 -1.45500
H -0.28569 3.86089 0.01216
O -3.73737 -1.43013 -2.70075
Se -2.86245 -1.64721 -1.37171
O -3.70067 -0.55885 -0.15665
O -1.38341 -0.88645 -1.48321
O -2.83276 -3.07940 -0.65397
N -2.14201 1.13873 0.25704
C -3.34672 0.73680 -0.08461
N -4.33706 1.59452 -0.30166
C -4.41180 2.84405 0.46647
C -5.46709 2.65492 1.53272
O -6.72164 2.35273 0.94225
C -6.68253 1.13736 0.19866
C -5.62029 1.18191 -0.88640
H -4.71836 3.65131 -0.20303
H -3.43699 3.07185 0.89461
H -5.59579 3.56490 2.11138
H -5.16023 1.84191 2.20326
H -7.66549 1.02147 -0.24837
H -6.49030 0.29163 0.86768
H -5.88830 1.92350 -1.63780
H -5.51256 0.21688 -1.37006
N -1.01616 -1.16449 1.36217
C -1.47143 -2.08215 1.95644
N -1.83271 -3.05022 2.63083
C -2.93745 -3.49626 3.20520
N -3.87225 -3.90880 3.74954
```

Its energy relative to the best compared isomer or geometry (same formula, charge and spin) is 18.4 kcal per mole. For the HOMO energy (alpha / beta), the calculation gives -8.51 / -8.46 eV. The spin multiplicity is 2. Its gap between HOMO and LUMO (alpha / beta) is 6.18 / 6.44 eV.

=====

Here is a structure of composition C32H22F10FeN6O4 in a non-equilibrium geometry from the Open Molecules 2025 dataset. Energies are from wB97M-V/def2-TZVPD.

```
75
Properties=species:S:1:pos:R:3
Fe 0.51057 -1.05797 0.46863
C 3.34347 0.24603 1.93553
N 2.51527 -0.94877 1.95123
C 3.21467 -2.13937 1.48233
C 3.66287 -1.98547 0.03373
N 2.53787 -1.69227 -0.82557
C 2.74987 -1.10597 -1.99297
C 3.79367 -0.21197 -2.40387
F 4.75107 0.20023 -1.52477
C 3.87007 0.34753 -3.66397
F 4.86387 1.21653 -3.94997
C 2.93497 0.04753 -4.64467
F 3.00277 0.60503 -5.87527
C 1.91007 -0.83787 -4.31747
F 0.99657 -1.17807 -5.25017
C 1.83137 -1.37087 -3.05617
F 0.83607 -2.24297 -2.81237
C 1.94227 -1.14867 3.27473
C 0.68377 -0.28107 3.50893
N 0.49267 0.66223 2.43403
C -0.53253 1.49363 2.48263
C -0.42883 2.73763 1.78583
F 0.77057 3.05843 1.24883
C -1.44663 3.65493 1.66743
F -1.26423 4.78153 0.94483
C -2.67093 3.42903 2.29183
F -3.68013 4.32493 2.19303
C -2.81693 2.26523 3.04143
F -3.98593 2.03323 3.67733
C -1.79683 1.34153 3.14173
F -2.06923 0.23443 3.87303
H 4.21707 0.13043 2.59553
H 2.73757 1.08353 2.27173
H 3.69277 0.45983 0.92993
H 2.50807 -2.97177 1.53463
H 4.09937 -2.36477 2.10553
H 4.08257 -2.94827 -0.29527
H 4.47697 -1.25947 -0.02467
H 2.69297 -0.95247 4.05833
H 1.63417 -2.19037 3.34583
H 0.79127 0.27223 4.45453
H -0.16723 -0.96097 3.61813
O -1.85863 -3.85047 2.76503
C -1.40403 -2.95647 2.06763
O -0.18943 -2.65467 1.91273
C -2.40113 -2.08627 1.27443
C -3.69873 -2.59007 1.05683
C -4.58273 -1.85057 0.32933
C -4.19033 -0.57927 -0.13377
C -5.05163 0.25353 -0.87287
C -4.65133 1.49833 -1.26947
C -3.36903 1.95813 -0.93647
C -2.49963 1.15803 -0.24727
C -2.87293 -0.13777 0.16223
N -1.99163 -0.92087 0.82883
H -3.94183 -3.55717 1.46663
H -5.57903 -2.20277 0.10273
H -6.03983 -0.11677 -1.10367
H -5.31953 2.14013 -1.82517
H -3.07723 2.95783 -1.22247
H -1.50773 1.48923 0.00423
C 0.32667 2.45993 -3.42177
C -0.44733 1.31173 -3.44377
C -0.40453 0.45863 -2.35307
N 0.38317 0.67363 -1.30297
C 1.15117 1.75733 -1.30027
C 1.14197 2.68863 -2.32627
H 0.28857 3.16823 -4.23587
H -1.07873 1.09453 -4.28917
H -1.01643 -0.43107 -2.31117
H 1.77987 1.88633 -0.43137
H 1.74777 3.57883 -2.26227
O -0.27643 -4.87667 -0.97417
N -0.01233 -3.76277 -0.60077
O -0.64473 -2.73527 -0.82067
```

As for the total charge: -1. For the HOMO energy (alpha / beta), the calculation gives -4.62 / -4.28 eV. The spin multiplicity is 2. Its gap between HOMO and LUMO (alpha / beta) is 5.15 / 4.47 eV.

=====

Here is a structure of composition C32H22I2IrN6O3Se2 in a non-equilibrium geometry from the Open Molecules 2025 dataset. Energies are from wB97M-V/def2-TZVPD.

```
68
Properties=species:S:1:pos:R:3
Ir 0.41268 -0.12473 -0.10510
Se -1.28665 -2.08579 0.89962
Se 0.11397 -3.41677 2.16462
C 0.28209 -2.06839 3.51426
C 1.05927 -2.24567 4.64888
C 1.13863 -1.18516 5.53817
C 0.41412 -0.02974 5.27327
C -0.35138 0.02589 4.11835
N -0.39981 -0.96747 3.24433
C -0.83728 -2.92865 -0.79568
C -1.40752 -4.10264 -1.25144
C -1.01720 -4.56414 -2.50213
C -0.08273 -3.84047 -3.22740
C 0.44093 -2.68410 -2.67009
N 0.07221 -2.24218 -1.47327
H 1.57367 -3.17824 4.82850
H 1.75491 -1.25936 6.42153
H 0.43526 0.80482 5.95488
H -0.94206 0.89753 3.87131
H -2.13027 -4.63503 -0.65065
H -1.44170 -5.46993 -2.90473
H 0.24010 -4.16846 -4.20265
H 1.18116 -2.09860 -3.19950
I 3.82061 3.28463 2.31973
C 1.73857 3.45957 2.25027
C 1.05957 4.56097 2.73480
C -0.32098 4.65063 2.64997
I -1.24978 6.37712 3.40209
C -1.08230 3.59869 2.05960
C -2.48227 3.57320 1.92481
C -3.09118 2.47782 1.35706
C -2.30892 1.41474 0.89870
N -0.99823 1.42899 0.98487
C -0.38387 2.47146 1.56187
C 1.05772 2.37698 1.63188
O 1.66273 1.38475 1.15653
H 1.61399 5.37514 3.17539
H -3.07874 4.40581 2.26657
H -4.16335 2.43423 1.25831
H -2.75619 0.55325 0.42333
O -2.04627 1.26516 -3.35679
C -1.23041 0.76397 -2.62555
O -1.37408 0.18353 -1.51924
C 0.26333 0.80138 -3.09173
C 0.55323 0.90060 -4.45726
C 1.87023 0.84500 -4.83564
C 2.88350 0.76449 -3.85870
C 4.26155 0.72467 -4.15844
C 5.19173 0.68254 -3.15549
C 4.79454 0.70102 -1.80839
C 3.46774 0.73202 -1.47712
C 2.49024 0.73399 -2.48720
N 1.17572 0.70434 -2.16532
H -0.26206 1.00042 -5.15455
H 2.13663 0.86690 -5.88192
H 4.56921 0.74751 -5.19192
H 6.24201 0.64533 -3.39264
H 5.53893 0.69744 -1.02816
H 3.14094 0.78659 -0.44958
N 2.85996 -2.24956 -0.35908
C 4.07433 -2.59483 0.09184
C 4.25397 -1.95061 1.29632
C 3.07795 -1.22879 1.49931
N 2.23500 -1.42287 0.48952
H 2.41801 -2.53684 -1.21942
H 4.72115 -3.24977 -0.45584
H 5.10494 -1.99124 1.94243
H 2.82747 -0.57548 2.31036
```

As for the total charge: +2. Its energy relative to the best compared isomer or geometry (same formula, charge and spin) is 126.3 kcal per mole. For the HOMO energy (alpha / beta), the calculation gives -12.43 / -12.39 eV. The spin multiplicity is 2. Its gap between HOMO and LUMO (alpha / beta) is 3.90 / 4.11 eV.